82
Properties=species:S:1:pos:R:3:forces:R:3:lowdin_spin:R:1 method="wB97M-V/def2-TZVPD" multiplicity=2 gap_ev="5.122 / 5.185" homo_energy_ha="-0.2347 / -0.2334" e_tot_ha=-2100.95407 e_lumo_ev="-1.26 / -1.17"
Re -1.15507 0.94953 0.60171 2.5 -0.1 -2.9 0.764
O -1.25107 3.56613 3.83741 0.2 -0.2 -0.1 0.001
C -0.98927 2.73483 2.97691 -0.3 0.1 0.1 0.004
N -1.49457 2.62163 1.72671 0.5 -0.5 0.1 0.012
C -2.34257 3.57373 1.16351 -0.8 0.5 -0.7 0.001
C -2.62237 4.82553 1.70761 0.2 -0.2 0.1 0.001
C -3.50077 5.67993 1.06961 -0.2 0.1 -0.2 -0.002
C -4.11837 5.29413 -0.10999 0.1 0.1 0.3 0.000
C -3.84337 4.06433 -0.67859 0.0 -0.1 -0.1 -0.002
C -2.93817 3.19743 -0.06929 0.0 0.8 0.6 0.002
N -2.56567 1.94443 -0.55479 0.1 -0.6 0.2 0.013
C -2.98007 1.49653 -1.76009 -0.1 0.1 0.0 0.010
O -3.66417 2.07373 -2.59879 0.2 -0.2 0.1 0.015
C -2.56067 0.07803 -2.00279 -0.1 -0.3 -0.3 -0.001
C -2.97597 -0.53887 -3.17889 0.1 0.1 0.1 0.001
C -2.70657 -1.87797 -3.38019 0.1 0.1 0.3 -0.002
C -2.04737 -2.55307 -2.36309 -0.1 0.1 -0.1 0.002
C -1.64477 -1.85887 -1.23519 0.1 -0.3 0.0 0.002
N -1.86857 -0.56077 -1.04579 0.1 0.6 0.1 0.012
C 0.00693 1.65033 3.23301 0.2 -0.2 0.1 0.002
C 0.76243 1.68073 4.39451 0.0 0.0 0.0 -0.001
C 1.72143 0.71263 4.61561 -0.1 0.0 -0.3 0.004
C 1.89953 -0.24227 3.62361 0.0 0.1 0.1 0.000
C 1.12573 -0.19527 2.48341 0.1 -0.2 -0.2 0.009
N 0.16293 0.71113 2.27281 0.1 0.4 0.9 0.012
H -2.14787 5.11983 2.62871 -0.1 0.0 0.0 0.000
H -3.71427 6.64453 1.50781 0.0 0.1 0.0 0.000
H -4.82307 5.95253 -0.59219 -0.1 0.1 -0.1 0.000
H -4.31877 3.77463 -1.59999 0.0 0.0 0.0 0.000
H -3.50937 0.06823 -3.89429 0.0 0.0 0.0 0.000
H -3.01017 -2.37967 -4.28759 0.0 0.0 0.0 0.000
H -1.84547 -3.60907 -2.43509 0.1 -0.1 0.0 0.000
H -1.13557 -2.36687 -0.43939 0.1 0.0 0.1 0.000
H 0.57933 2.48413 5.08921 -0.1 0.1 0.1 0.000
H 2.33193 0.71653 5.50471 0.0 0.0 0.1 0.000
H 2.64283 -1.01617 3.71551 0.1 -0.1 0.0 0.000
H 1.30173 -0.89857 1.68701 -0.1 0.1 0.0 0.001
C -3.26917 -2.29447 3.44711 -0.1 0.1 -0.1 0.000
N -2.09397 -3.11427 3.22261 0.0 0.2 0.0 0.000
C -1.55587 -3.67657 4.44621 0.0 -0.1 0.1 0.000
C -1.24477 -2.70687 2.20891 -0.3 -0.2 0.1 0.004
O -1.35327 -1.60607 1.68001 0.0 0.0 0.0 0.042
N -0.34517 -3.64157 1.78661 0.2 -0.1 -0.1 0.000
C 0.71543 -3.31937 0.85741 0.2 0.2 0.0 0.000
C -0.46077 -5.05837 2.03451 -0.1 -0.2 0.1 0.000
H -4.02277 -2.90347 3.94791 0.0 0.0 0.0 0.000
H -3.66027 -1.95547 2.49101 0.0 0.0 0.1 0.000
H -3.05647 -1.41997 4.07291 0.0 0.0 -0.1 0.000
H -1.64917 -2.95087 5.25951 0.1 0.0 0.0 0.000
H -0.50507 -3.91517 4.32301 0.1 -0.1 0.1 0.000
H -2.10267 -4.57727 4.73251 0.1 0.0 0.0 0.000
H 0.67543 -2.27237 0.56781 0.0 -0.1 0.0 0.000
H 0.62743 -3.92737 -0.04899 0.0 0.0 0.1 0.000
H 1.68263 -3.52977 1.32281 0.1 0.0 -0.1 0.000
H -1.41607 -5.28577 2.49451 0.0 -0.1 0.0 0.000
H 0.34903 -5.42957 2.67051 0.0 0.0 0.0 0.000
H -0.39407 -5.58277 1.07711 -0.1 0.0 0.1 0.000
C 0.53073 0.86673 -0.52489 -4.9 0.1 3.2 0.012
C 1.49913 0.77353 -1.27339 3.5 -0.3 -2.9 -0.019
C 2.54113 0.66533 -2.18829 -2.4 0.4 2.1 0.040
C 2.59103 -0.50817 -3.02109 -0.1 -1.1 -0.9 0.001
C 1.41503 -1.25347 -3.22649 0.3 0.3 0.0 0.009
C 1.39733 -2.33977 -4.07269 0.0 -0.2 -0.1 -0.001
C 2.55403 -2.73177 -4.73499 0.0 0.0 0.1 0.011
C 3.73413 -2.04147 -4.50439 0.0 -0.3 -0.2 -0.001
C 3.76253 -0.95527 -3.65649 -0.2 0.3 0.4 0.009
C 3.45863 1.76973 -2.29509 1.1 0.9 0.1 0.001
C 3.64243 2.63213 -1.19869 0.0 -0.3 -0.3 0.009
C 4.53713 3.67813 -1.26589 0.1 0.1 0.0 -0.001
C 5.27193 3.90253 -2.42259 -0.1 0.0 0.0 0.011
C 5.06053 3.09553 -3.53049 0.2 0.3 0.0 -0.001
C 4.16553 2.04943 -3.47589 -0.4 -0.2 0.2 0.009
H 0.51583 -0.93407 -2.72209 -0.1 0.0 0.0 0.000
H 0.47173 -2.87597 -4.23349 -0.1 0.0 0.0 0.000
H 2.53623 -3.57197 -5.41349 0.0 -0.1 0.0 0.001
H 4.64273 -2.36167 -4.99709 0.0 0.0 0.0 0.000
H 4.70473 -0.46577 -3.45679 0.0 0.1 0.0 0.000
H 3.06863 2.45413 -0.30039 0.0 0.0 0.1 0.000
H 4.66963 4.32493 -0.40969 0.0 0.0 0.0 0.000
H 5.98413 4.71333 -2.46759 0.0 0.1 0.0 0.001
H 5.59353 3.29393 -4.45039 0.0 0.0 0.0 0.000
H 3.97063 1.46993 -4.36529 0.0 -0.1 0.0 0.000

67
Properties=species:S:1:pos:R:3:forces:R:3:nbo_charge:R:1 method="wB97M-V/def2-TZVPD" relative_energy_kj_mol=1.5 gap_ev=7.693 homo_energy_ha=-0.2911 e_tot_ha=-1547.16600 e_lumo_ev=-0.23 smiles="C[C@@H]1CCCCN1CCCNc1ccc([C@@H](CC(N)=O)NC(=O)c2ccccc2)cc1[N+](=O)[O-]"
C 2.18883 4.13319 2.76620 0.1 -0.2 -0.3 -0.641
H 2.96385 3.63278 3.34249 0.0 0.0 0.1 0.207
H 1.22286 3.82422 3.15298 -0.1 0.0 0.1 0.205
H 2.29376 5.20474 2.91654 0.0 0.1 0.1 0.212
C 2.32624 3.81044 1.26870 0.0 0.4 -0.1 -0.030
N 2.29727 2.39564 0.93079 0.0 -0.2 0.1 -0.486
C 3.46663 1.64459 1.33943 0.2 0.1 -0.1 -0.211
H 3.88936 1.99225 2.29287 -0.1 -0.1 0.0 0.180
C 4.56253 1.71077 0.26388 -0.4 -0.1 0.0 -0.407
C 4.01250 1.29295 -1.10136 0.3 0.4 -0.1 -0.223
N 3.54867 -0.07041 -1.05333 0.6 -0.2 0.4 -0.598
C 2.30436 -0.50253 -1.31118 -0.1 -0.5 0.0 0.315
C 1.41583 0.23614 -2.12447 0.0 0.1 0.0 -0.296
C 0.14321 -0.19225 -2.38761 0.1 -0.3 0.2 -0.121
C -0.33875 -1.39822 -1.86708 0.2 0.0 -0.1 -0.094
C 0.50923 -2.15746 -1.10032 0.0 0.1 -0.1 -0.100
C 1.81784 -1.74575 -0.81912 -0.8 0.8 -0.8 -0.103
N 2.58255 -2.60214 0.00108 0.4 -0.6 0.6 0.527
O 2.05829 -3.61125 0.44122 0.1 0.0 0.0 -0.393
O 3.75359 -2.31109 0.25394 0.1 -0.1 0.1 -0.439
H 0.18029 -3.09291 -0.67309 0.0 0.0 0.0 0.241
C -1.75072 -1.86374 -2.13301 0.2 0.1 0.0 -0.030
N -2.39171 -2.24500 -0.89047 -0.1 -0.3 -0.2 -0.644
C -2.53591 -1.35367 0.11792 0.0 -0.1 0.0 0.659
O -2.07059 -0.22769 0.06863 -0.1 0.2 0.0 -0.635
C -3.29802 -1.85498 1.29675 -0.1 0.0 0.3 -0.083
C -3.37057 -3.20373 1.63150 0.0 0.1 -0.1 -0.198
C -4.08813 -3.60124 2.74535 -0.1 -0.1 0.1 -0.215
C -4.73979 -2.66338 3.52959 0.0 -0.1 0.0 -0.196
C -4.66092 -1.31835 3.20798 0.0 0.0 0.0 -0.217
C -3.93779 -0.91641 2.10110 0.1 0.0 -0.1 -0.179
H -3.85569 0.12759 1.83750 0.0 0.1 0.0 0.231
H -5.16115 -0.58412 3.82234 0.0 0.1 0.0 0.214
H -5.30287 -2.98098 4.39500 0.0 0.0 0.1 0.214
H -4.13818 -4.64864 3.00426 0.0 -0.1 0.0 0.215
H -2.85158 -3.94473 1.04220 0.1 -0.1 -0.1 0.215
H -2.97646 -3.07163 -0.92868 -0.1 0.1 0.0 0.437
H -2.30990 -1.03505 -2.59566 0.1 -0.1 0.0 0.200
C -1.74093 -3.07133 -3.08934 -0.3 0.1 0.3 -0.499
C -3.15375 -3.56926 -3.32578 0.4 0.1 -0.3 0.678
O -3.82418 -4.06749 -2.44380 -0.2 -0.2 0.4 -0.634
N -3.62877 -3.40020 -4.57616 -0.2 0.0 -0.4 -0.808
H -4.56513 -3.70877 -4.78262 0.0 0.0 0.0 0.407
H -3.08180 -2.99624 -5.31457 0.0 0.0 0.1 0.397
H -1.25487 -2.78789 -4.02243 0.1 0.0 0.1 0.219
H -1.16931 -3.87482 -2.62156 0.0 0.0 -0.1 0.242
H -0.50542 0.41470 -3.00176 -0.1 0.1 -0.1 0.213
H 1.75900 1.16246 -2.55465 0.0 0.1 0.0 0.221
H 4.11276 -0.70080 -0.48667 -0.3 0.1 -0.2 0.428
H 3.18615 1.96010 -1.34359 0.1 0.0 0.0 0.219
H 4.79479 1.38726 -1.86396 -0.1 0.1 0.0 0.192
H 5.38616 1.05635 0.55503 0.1 0.0 0.0 0.204
H 4.94748 2.72776 0.18391 0.1 0.0 0.0 0.206
H 3.17820 0.60082 1.48066 0.0 0.0 0.0 0.203
C 1.01865 1.76372 1.19863 -0.2 -0.1 -0.3 -0.208
C -0.06436 2.42513 0.35361 -0.1 0.0 0.4 -0.411
C -0.13200 3.91519 0.66078 0.1 -0.1 -0.2 -0.400
C 1.24802 4.53025 0.44715 0.1 0.1 0.2 -0.397
H 1.24074 5.58981 0.70994 0.0 0.1 0.0 0.202
H 1.50836 4.44542 -0.61020 0.0 0.0 -0.1 0.200
H -0.45792 4.06858 1.69070 -0.1 0.0 0.1 0.192
H -0.85874 4.40422 0.00884 0.0 0.0 0.1 0.207
H -1.01637 1.92941 0.53750 0.0 0.0 0.0 0.238
H 0.18557 2.28562 -0.69903 0.0 0.0 -0.1 0.193
H 1.08561 0.71015 0.91796 0.0 0.0 0.1 0.205
H 0.73826 1.80462 2.26374 0.0 -0.1 0.0 0.163
H 3.30485 4.18730 0.94279 -0.1 0.0 0.0 0.191

11
Properties=species:S:1:pos:R:3:forces:R:3:nbo_charge:R:1 method="wB97M-V/def2-TZVPD" relative_energy_kj_mol=61.7 gap_ev=9.136 homo_energy_ha=-0.3225 e_tot_ha=-641.66055 e_lumo_ev=0.36
C -0.48038 0.12808 0.12348 -1.4 1.0 0.5 0.287
C 1.82779 -0.69161 0.01540 1.3 -1.2 0.9 0.268
H 0.66930 1.71285 0.90324 -0.1 -0.7 -0.3 0.405
H -0.67356 2.15356 -0.01134 -0.2 -0.4 0.1 0.415
H 0.13074 -1.74060 0.33995 0.2 0.7 0.3 0.423
H 2.35526 -1.64762 0.26545 -0.5 0.7 -0.3 0.171
H 1.93718 1.10013 -0.63053 1.0 -1.2 0.2 0.343
N -0.03685 1.40876 0.23671 -0.3 1.0 -0.2 -0.815
N 0.48556 -0.77876 0.41631 -0.2 -1.6 -0.7 -0.641
N 2.53282 0.24148 -0.44256 -1.1 1.6 -0.6 -0.641
S -2.08589 -0.26859 -0.19833 1.3 0.2 0.0 -0.212

49
Properties=species:S:1:pos:R:3:forces:R:3:lowdin_spin:R:1 method="wB97M-V/def2-TZVPD" multiplicity=5 relative_energy_kj_mol=531.2 gap_ev="6.790 / 4.771" total_charge=+2 homo_energy_ha="-0.5060 / -0.5332" e_tot_ha=-1217.96846 e_lumo_ev="-6.98 / -9.74"
H 1.73106 3.40192 -0.02192 0.1 -0.2 -0.2 0.001
N 1.07476 1.77521 -1.22993 -0.7 0.6 0.2 0.110
B 0.04937 0.41191 -3.20061 1.1 1.0 -0.5 0.000
N 0.54527 1.72723 -2.51131 0.4 -0.4 0.7 0.011
C 0.66195 2.95098 -3.08618 0.4 0.0 0.6 0.007
Os 2.48890 -0.01945 0.23866 -5.1 -2.7 -7.4 1.842
H 0.34353 3.11210 -4.10546 0.0 0.0 0.1 0.001
C 1.24409 3.82295 -2.17245 -0.5 -0.7 0.2 0.003
H 1.55599 4.83409 -2.32684 -0.2 0.3 -0.1 0.001
C 1.39491 3.06424 -0.99554 0.2 -0.7 -1.2 0.010
H 0.19983 0.60574 -4.40104 -0.1 -0.4 0.5 0.000
C -2.13804 -2.78662 2.17501 2.3 -0.7 -0.5 0.000
H -1.56357 -2.97841 3.08857 -0.2 0.0 -0.2 0.000
H -1.63092 -1.99783 1.60659 -0.1 -0.1 0.1 0.000
H -2.13667 -3.70129 1.57145 -0.1 0.2 0.2 0.000
N -1.47802 0.04975 -3.04626 -1.1 -0.5 -2.0 0.066
N 1.01701 -0.73831 -2.73781 0.7 -0.6 1.1 0.007
N -2.09908 0.02132 -1.81721 -1.7 -0.4 0.0 0.307
N 1.59943 -0.86618 -1.48502 -0.2 -0.7 -0.1 0.031
C -2.37284 -0.26914 -4.03129 3.7 1.1 1.0 0.258
C 1.56258 -1.69256 -3.53649 0.3 0.6 0.7 0.013
H -2.07154 -0.31681 -5.07074 0.0 0.1 0.1 0.007
H 1.24564 -1.75208 -4.57223 0.2 -0.1 0.2 0.001
C -3.61714 -0.48938 -3.42633 -1.1 -0.1 1.9 0.361
C 2.53862 -2.38911 -2.82706 0.2 -0.3 0.1 0.002
C -3.38538 -0.29964 -2.03841 0.4 0.1 -0.3 -0.013
C 2.48710 -1.87929 -1.53092 -0.4 0.3 -1.3 0.025
H -4.54714 -0.74056 -3.90201 -0.1 -0.1 -0.1 0.014
H 3.25602 -3.11865 -3.17048 -0.4 -0.1 -0.2 0.000
H -4.12512 -0.38474 -1.24398 0.5 0.1 -0.1 -0.005
H 3.02395 -2.11119 -0.59954 0.0 -0.5 -0.6 0.015
H -3.10690 -2.50238 2.40747 -1.8 0.5 0.5 0.000
C 6.00300 0.23663 2.04982 0.5 -0.1 -0.4 -0.010
C 5.48661 0.54604 0.80682 -0.8 0.4 0.1 0.199
C 4.08458 0.97739 0.67996 2.5 1.6 1.3 0.060
C 3.26322 0.72875 1.87515 0.9 2.5 3.6 0.073
C 1.83632 0.87308 1.71664 1.0 1.1 2.5 0.091
C 0.98418 0.95304 2.79579 -0.5 0.1 -0.8 0.096
C 1.55825 0.76619 4.06605 -0.1 0.5 0.3 0.031
C 2.91165 0.53939 4.25835 0.9 -0.1 0.1 0.109
C 3.84186 0.52781 3.17747 -0.7 -1.0 -0.5 0.019
C 5.22811 0.26318 3.21701 -0.1 0.2 0.7 0.201
H 7.08013 0.03579 2.14169 -0.6 0.0 -0.1 -0.004
H 6.09118 0.61880 -0.09266 0.2 0.0 0.3 0.009
H 3.92997 1.95752 0.16870 0.1 -0.6 0.0 0.037
H -0.09124 1.08295 2.61519 0.5 -0.2 0.4 0.006
H 0.90384 0.80285 4.94090 0.2 -0.2 -0.3 -0.001
H 3.29810 0.35853 5.26646 -0.2 0.1 -0.3 0.004
H 5.71402 0.10646 4.18697 -0.2 0.1 -0.4 0.008